# C40H41AlN5O2STe2

A molecular structure, C40H41AlN5O2STe2 (the ωB97M-V functional and the def2-TZVPD basis, the Open Molecules 2025 dataset).

The geometry in XYZ format:
```
92
Properties=species:S:1:pos:R:3:forces:R:3
Te -0.755 -2.035 -0.501 0.06 -0.11 -0.23
Te 3.127 -0.616 -2.005 -0.01 -0.05 0.01
S 2.578 3.420 -1.647 -0.02 0.08 0.03
Al 0.930 0.405 -1.019 -0.05 0.33 0.45
O 2.115 4.693 -2.125 0.03 -0.01 0.02
O 3.756 2.844 -2.238 -0.03 -0.06 0.00
N 0.122 0.260 0.518 0.16 -0.13 0.06
N -0.143 0.978 -2.571 -0.01 -0.03 -0.09
N 0.282 3.011 -3.734 0.01 0.00 0.00
N 2.890 3.710 4.257 0.08 -0.02 -0.03
N 1.371 2.303 -1.695 0.05 -0.22 -0.29
C 2.331 -1.334 1.941 0.02 -0.01 0.00
C -0.147 2.297 4.222 -0.08 0.02 -0.03
C -3.579 -1.365 -1.571 0.01 -0.02 -0.02
C 2.793 3.533 0.092 0.05 -0.08 0.00
C 0.622 0.380 2.925 0.08 0.02 0.03
C -1.078 0.623 -3.437 -0.02 0.04 0.02
C 2.932 -2.658 -1.459 -0.03 0.02 -0.03
C 1.354 -0.951 3.048 0.00 -0.01 0.00
C -2.708 -1.207 -0.498 -0.01 0.02 0.09
C -1.479 2.703 0.704 -0.01 0.01 0.00
C 2.590 4.747 0.726 -0.10 -0.01 0.02
C -1.263 -3.593 -3.157 -0.02 0.01 0.02
C 2.879 3.667 2.862 0.01 -0.01 0.01
C 3.096 2.394 0.829 0.11 0.02 0.01
C 1.854 -4.811 -1.724 0.02 0.02 0.00
C -2.469 -5.828 -2.062 0.00 0.00 0.01
C -4.461 -0.097 0.723 0.00 0.02 0.00
C 3.625 -4.550 -0.128 0.00 0.00 0.00
C -2.928 3.019 1.092 -0.01 -0.02 -0.03
C -2.261 -5.762 -3.432 0.00 0.00 -0.02
C -0.701 2.119 1.868 0.01 -0.04 -0.04
C -2.069 -4.778 -1.244 0.02 -0.01 0.04
C 2.644 4.815 2.108 -0.02 0.02 -0.02
C -1.393 1.454 -4.491 0.00 0.01 -0.01
C 2.000 -3.479 -2.088 -0.01 0.01 -0.04
C 0.507 2.170 -2.719 -0.01 0.03 0.02
C 0.514 1.087 4.121 0.03 -0.02 -0.03
C -0.751 2.795 3.077 0.00 -0.01 0.07
C 0.036 0.892 1.726 -0.14 0.12 -0.05
C -1.461 -3.645 -1.778 0.00 0.06 -0.07
C 0.361 -2.088 3.309 0.01 0.00 -0.03
C -1.656 -4.640 -3.981 -0.01 -0.02 0.00
C 3.142 2.462 2.204 -0.04 0.03 0.02
C -0.658 2.635 -4.585 0.00 0.00 0.00
C 2.669 -5.351 -0.738 -0.01 -0.01 0.00
C -0.834 3.975 0.153 0.01 -0.01 0.00
C -5.328 -0.255 -0.349 0.00 0.01 0.01
C 3.754 -3.214 -0.482 -0.01 0.01 0.03
C -4.879 -0.882 -1.501 0.00 0.00 -0.01
C -3.153 -0.556 0.649 0.01 0.00 -0.01
H 1.962 -0.854 3.956 -0.03 -0.01 0.01
H -3.373 2.211 1.668 -0.02 -0.02 0.00
H -2.475 -0.407 1.482 0.00 0.00 0.00
H 1.822 -1.644 1.034 -0.01 0.00 -0.02
H -0.301 -2.220 2.454 -0.01 0.00 0.00
H 1.377 -3.068 -2.870 0.00 0.00 0.01
H -2.228 -4.843 -0.174 0.00 0.00 0.00
H -3.259 -1.893 -2.461 0.00 0.01 0.00
H -5.544 -1.010 -2.347 0.00 0.00 0.00
H 3.341 1.570 2.785 0.01 0.00 0.00
H -2.980 3.927 1.699 0.00 0.00 0.01
H -0.211 2.826 5.166 0.00 0.01 0.00
H -3.539 3.184 0.201 0.00 0.01 0.00
H -1.361 4.334 -0.736 -0.01 0.00 0.00
H 2.559 -6.388 -0.446 0.00 0.00 0.00
H 0.205 3.811 -0.113 -0.02 0.01 -0.01
H 4.485 -2.591 0.019 0.00 0.00 0.00
H -2.567 -6.583 -4.070 0.00 0.00 0.00
H 1.097 -5.415 -2.211 0.01 -0.02 0.01
H -1.297 3.732 3.130 0.00 0.00 0.00
H -2.940 -6.701 -1.627 0.00 0.00 0.00
H -4.807 0.386 1.628 0.01 0.02 0.01
H -6.346 0.108 -0.285 0.00 0.00 0.00
H 2.998 -0.510 1.676 -0.02 0.00 -0.01
H 3.298 1.453 0.328 -0.02 0.00 -0.02
H 2.334 4.466 4.629 0.00 0.00 0.00
H 2.458 5.757 2.610 0.00 0.00 0.00
H -1.557 -0.332 -3.260 -0.01 0.00 0.00
H 0.975 0.657 5.009 0.00 0.00 0.00
H -0.253 -1.870 4.186 0.00 0.00 0.00
H -0.785 -2.722 -3.597 -0.01 -0.02 0.01
H 2.344 5.617 0.133 0.01 0.01 0.00
H 2.580 2.834 4.655 -0.02 0.04 0.01
H -0.841 3.321 -5.407 0.00 0.00 0.00
H -1.487 1.942 -0.080 0.00 0.00 0.02
H 2.948 -2.172 2.279 0.01 0.00 0.01
H 0.886 -3.033 3.476 0.00 0.00 0.00
H 4.267 -4.963 0.641 0.00 0.00 0.00
H -2.153 1.198 -5.213 0.00 -0.01 0.00
H -0.864 4.770 0.905 0.01 0.00 0.01
H -1.487 -4.581 -5.050 0.00 0.00 0.00
```
Positions in Å, forces in eV/Å.

Properties
Maximum force in eV/Å: 0.6
ΔE to the lowest compared entry with this formula, charge and spin in eV: 0.000
Net charge: -1
HOMO-LUMO gap in eV: 6.2

Löwdin atomic charge list, values in e, 4 entries: 1.516, 1.017, 0.605, -0.251

***

# C24H16N3O6Re

A molecular structure, C24H16N3O6Re at a distorted geometry (the ωB97M-V functional and the def2-TZVPD basis, the Open Molecules 2025 dataset).

The geometry in XYZ format:
```
50
Properties=species:S:1:pos:R:3:forces:R:3
Re 0.138 -1.506 0.662 -1.74 1.05 -1.34
O 1.020 -2.248 -1.738 -0.22 0.11 0.43
O 0.759 2.001 2.683 0.16 -0.27 -0.19
O -0.205 0.229 1.743 -0.67 -2.17 -0.20
O -1.900 -1.754 0.462 2.30 -0.34 0.50
O 3.060 -4.277 0.736 -0.41 0.26 0.12
O 1.047 -3.307 0.852 -2.09 0.94 -0.33
N -1.210 0.693 -0.787 -0.46 0.78 -0.46
N -0.227 -0.097 -0.821 0.00 -2.01 1.46
N 1.944 -1.063 1.452 0.88 0.18 1.03
C -2.286 0.557 -0.028 0.03 -1.39 0.47
C -4.007 -0.885 0.996 0.09 -0.24 0.14
C -3.137 1.690 0.185 -0.54 0.63 0.23
C 2.027 1.450 -3.296 0.13 -0.01 -0.12
C -4.336 1.524 0.925 0.45 0.24 -0.28
C 0.729 0.074 -1.820 1.17 0.05 -1.13
C -5.066 2.655 1.315 0.09 0.18 -0.15
C -4.664 3.916 0.928 -0.14 -0.25 0.06
C 4.287 -0.559 2.801 -0.28 -0.12 -0.17
C 2.337 -3.352 0.991 2.24 0.22 0.32
C 4.065 -1.808 2.225 -0.19 -0.01 -0.17
C 2.870 -2.027 1.562 0.02 -0.44 -0.25
C 3.292 0.411 2.744 -0.27 -0.01 -0.37
C 1.428 -1.069 -2.273 -0.30 0.88 0.04
C -3.542 4.068 0.114 0.09 -0.16 -0.04
C 2.747 0.335 -3.700 -0.12 0.19 0.09
C 1.017 1.326 -2.364 -0.09 -0.36 0.31
C -2.774 2.978 -0.234 -0.11 -0.09 0.11
C 2.440 -0.922 -3.208 -0.12 -0.19 0.15
C 0.813 0.908 2.184 0.93 0.73 0.26
C -2.678 -0.750 0.500 -1.07 1.92 -0.48
C -4.773 0.208 1.250 0.30 -0.31 -0.10
C 1.513 -3.471 -2.267 0.06 -0.53 -0.18
C 2.114 0.110 2.079 -0.17 0.32 0.35
H -5.220 4.783 1.248 -0.07 0.05 -0.02
H 2.995 -1.780 -3.545 0.07 -0.18 -0.08
H -5.942 2.524 1.929 -0.16 -0.02 0.05
H 0.972 -4.253 -1.739 0.09 0.02 -0.03
H 3.563 0.445 -4.396 0.05 -0.01 -0.13
H -4.326 -1.887 1.240 -0.09 -0.02 0.10
H 2.266 2.422 -3.698 0.02 0.09 -0.03
H 2.582 -3.589 -2.084 -0.03 0.08 0.03
H 4.786 -2.606 2.313 0.00 -0.10 -0.07
H 1.303 -3.540 -3.336 0.00 0.08 0.05
H 0.462 2.184 -2.017 -0.03 0.04 0.00
H -5.742 0.093 1.718 -0.03 -0.06 0.03
H -3.271 5.052 -0.235 0.11 0.10 0.00
H 5.199 -0.363 3.343 0.11 0.01 0.01
H 3.401 1.376 3.215 -0.10 0.02 0.09
H -1.872 3.098 -0.810 0.09 0.09 -0.10
```
Positions in Å, forces in eV/Å.

Properties
Maximum force in eV/Å: 2.5
Spin multiplicity: 2
Net charge: +1
HOMO-LUMO gap (alpha / beta) in eV: 5.4 / 5.8

natural (NBO) atomic charge list, values in e, 4 entries: 1.717, -0.528, -0.526, -0.677

***

| no. | E_tot (eV) |
| --- | --- |
| 1 | -85714.4886 |
| 2 | -44026.0458 |